42
Properties=species:S:1:pos:R:3:forces:R:3:lowdin_charge:R:1 method="wB97M-V/def2-TZVPD" homo_energy_ev="-0.6 / -0.8" s2=0.771 total_energy_ev=-311885.730 multiplicity=2 largest_force_ev_per_a=1.8 gap_ev="3.8 / 4.0" de_lowest_kcal_mol=33.76 charge=-2
Hg 1.3459 -1.6980 1.8454 -0.6 -0.4 0.9 0.296
I -1.9040 -4.8117 -2.9917 0.0 0.0 -0.1 0.833
Sb 6.1036 -1.2203 -0.1741 0.3 -0.3 0.1 -0.415
Se 7.3749 -1.6773 1.8505 -0.1 0.0 -0.1 -0.389
Se 3.4362 -1.1643 0.7441 1.0 0.7 -0.9 -0.440
Se 6.0972 -2.9907 -1.8484 -0.1 0.1 0.1 -0.383
Se 6.6333 0.9750 -1.1210 -0.4 0.0 0.1 -0.365
S -0.7402 1.4857 1.3526 -0.2 -0.1 0.3 0.924
N -0.5270 -3.8398 0.9474 0.3 0.8 -0.2 0.017
N -0.8756 -0.0641 1.1219 -0.7 0.2 -0.1 -0.417
C -4.2946 2.4466 -0.3426 0.2 -0.5 0.2 -0.089
C 0.6028 2.1385 0.4336 0.4 0.0 -0.2 -0.463
C -1.4642 -6.0218 1.0925 0.3 0.2 1.1 -0.067
C -1.4336 -4.9155 -0.9643 0.4 1.4 -0.4 -0.722
C 1.7275 2.5284 1.1407 0.1 0.0 -0.1 -0.101
C -2.0406 2.3985 0.4893 -0.1 0.1 0.2 -0.398
C -0.8399 -4.8931 1.6423 -0.5 -1.4 0.9 -0.155
C -0.7995 -3.8324 -0.3344 -0.3 -0.1 -1.2 -0.206
C 2.8993 2.7549 -0.9485 -0.1 -0.2 0.1 -0.068
C -1.7697 -6.0209 -0.2415 -0.3 -0.7 -0.1 -0.182
C -4.1646 3.7896 -0.6479 -0.1 0.0 -0.1 -0.113
C 0.6002 2.0496 -0.9548 0.1 0.0 0.0 -0.098
C -3.2268 1.7440 0.2357 -0.6 0.1 -0.3 -0.088
C 2.8863 2.8371 0.4391 0.2 0.1 -0.2 -0.073
C 1.7521 2.3624 -1.6446 0.3 0.1 -0.1 -0.066
C -1.9043 3.7487 0.1925 -0.1 0.4 -0.1 -0.080
C -2.9710 4.4426 -0.3830 0.5 -0.1 0.3 -0.087
H -0.9584 4.2509 0.3950 -0.2 -0.1 -0.1 0.115
H 1.7851 2.2621 -2.7262 0.0 0.0 0.2 0.106
H -5.2318 1.9345 -0.5439 0.1 0.0 0.0 0.098
H -2.8662 5.4961 -0.6196 0.0 -0.1 0.0 0.099
H 3.8244 2.9252 -1.4831 0.0 0.0 0.0 0.082
H 3.8007 3.0914 0.9699 -0.2 -0.1 -0.1 0.114
H -3.3047 0.6907 0.4899 0.0 0.1 0.0 0.097
H 1.7112 2.5480 2.2248 0.0 -0.1 -0.1 0.107
H -1.7056 -6.8756 1.7149 0.1 0.1 0.0 0.099
H -0.2880 1.7118 -1.4847 0.1 0.0 0.1 0.114
H -0.9348 -0.2662 0.1195 0.2 0.0 0.1 -0.021
H -4.9946 4.3326 -1.0899 0.1 -0.1 0.0 0.095
H -2.2592 -6.8658 -0.7103 0.0 0.0 0.0 0.092
H -0.5826 -4.8471 2.6999 -0.1 -0.1 -0.1 0.105
H -0.4993 -2.9405 -0.8868 -0.1 -0.2 0.0 0.099

***

15
Properties=species:S:1:pos:R:3:forces:R:3:lowdin_charge:R:1 method="wB97M-V/def2-TZVPD" homo_energy_ev="-14.3 / -14.3" total_energy_ev=-10313.172 largest_force_ev_per_a=7.1 gap_ev="9.6 / 9.6" de_lowest_kcal_mol=125.88 charge=+1
O 2.4005 -0.3373 -1.3552 1.4 -0.3 -0.6 0.042
N 0.5878 -0.5985 -0.3374 -1.1 -2.4 1.9 -0.095
N 1.5952 -1.2550 -0.8624 -0.7 -1.6 0.0 0.140
C 0.5092 0.6652 -0.2081 5.7 1.2 -4.1 -0.008
C -0.7112 1.0993 0.4443 -0.9 4.2 1.2 -0.132
C -0.5110 -1.2448 0.5123 0.4 -2.8 1.4 -0.065
C 2.1520 0.8598 -1.1707 -5.3 2.8 2.6 0.165
C -1.5602 -0.1771 0.5248 -1.5 0.6 0.4 -0.153
H -0.9366 -2.2026 0.1802 0.6 0.4 -1.0 0.138
H -0.4266 1.5371 1.4828 -0.5 -0.8 -1.5 0.168
H -0.0851 -1.6265 1.5152 -0.2 1.5 -1.3 0.172
H -2.2032 -0.2978 -0.3721 0.6 0.3 0.3 0.136
H -2.3182 -0.1995 1.3843 1.5 0.0 -1.0 0.162
H -1.1566 2.0161 -0.1295 0.5 -1.8 1.1 0.169
H 2.6640 1.7615 -1.6086 -0.4 -1.3 0.6 0.160

***

16
Properties=species:S:1:pos:R:3:forces:R:3:lowdin_charge:R:1 method="wB97M-V/def2-TZVPD" homo_energy_ev=-9.5 total_energy_ev=-18666.492 largest_force_ev_per_a=3.0 gap_ev=10.1 de_lowest_kcal_mol=23.85
S 2.4824 0.9083 0.3782 -1.2 1.4 -0.9 0.656
O -2.0847 -2.0131 -0.5308 -0.7 0.8 0.4 0.041
N -0.1529 -2.0788 0.5654 -1.6 1.7 -1.0 0.154
C -0.3798 1.0940 -0.2422 0.4 -0.7 0.0 -0.256
C -1.0814 -1.4015 -0.2156 1.4 -1.7 -2.0 -0.522
C 0.6948 1.1360 0.8470 0.3 -0.5 -0.5 -0.563
C -0.5294 -0.2362 -1.0590 -0.2 1.6 1.3 -0.106
H -0.3405 1.9948 -0.8643 0.2 -0.3 -0.2 0.106
H -1.2561 0.1023 -1.8037 0.2 -1.0 -0.2 0.117
H 0.5242 0.2631 1.4654 -0.2 0.5 0.9 0.032
H 2.3476 2.0540 -0.3805 0.7 -0.8 0.3 -0.117
H -1.3372 1.1524 0.2646 -0.2 0.4 0.4 0.108
H 0.6311 2.1046 1.3406 -0.1 -0.4 0.5 0.067
H -0.5861 -2.9535 0.8168 0.9 -0.2 0.9 0.111
H 0.4305 -0.5770 -1.4576 -0.2 0.2 -0.3 0.106
H 0.6376 -1.5494 0.8757 0.4 -0.9 0.6 0.065

***

9
Properties=species:S:1:pos:R:3:forces:R:3:lowdin_charge:R:1 method="wB97M-V/def2-TZVPD" homo_energy_ev="-5.1 / -9.9" s2=2.009 total_energy_ev=-30492.710 multiplicity=3 largest_force_ev_per_a=3.3 gap_ev="5.2 / 7.6" de_lowest_kcal_mol=65.78
I 3.0086 -0.4519 0.0269 -0.1 0.5 0.0 0.688
P -1.5369 -1.2850 0.4793 -1.2 2.0 -1.7 0.544
P -0.0739 0.4126 0.5149 1.5 -1.4 2.6 0.303
F -1.0131 1.6365 0.1868 -1.2 0.7 -1.2 -0.323
C 1.3846 0.8675 -0.3755 -0.1 -1.5 -1.0 -0.800
H 0.1336 0.9098 1.7844 0.0 -0.1 0.9 -0.039
H -0.9556 -2.1403 -0.4464 1.1 -0.4 0.0 -0.193
H 1.1316 0.6919 -1.4099 0.5 0.9 -0.8 -0.049
H -2.0788 -0.6411 -0.7604 -0.4 -0.6 1.2 -0.130

***

97
Properties=species:S:1:pos:R:3:forces:R:3:lowdin_charge:R:1 method="wB97M-V/def2-TZVPD" homo_energy_ev="-16.0 / -16.0" total_energy_ev=-64092.417 largest_force_ev_per_a=9.8 gap_ev="5.2 / 5.2" charge=+3
Zr -0.2129 -0.2296 0.8289 2.9 2.8 -3.7 1.552
P 2.7068 -0.6116 -0.1403 -0.1 -0.3 2.6 1.187
P -2.8654 -0.5243 0.4133 -1.4 1.2 -1.1 1.055
O 0.2063 1.3042 2.3566 -0.7 -1.5 -0.7 -0.374
O -1.5785 -1.9905 3.4411 2.1 3.2 -6.0 0.165
N 0.5137 1.1163 -0.5745 0.2 -2.3 1.0 -0.093
N -0.6019 -1.5746 -1.0602 0.3 2.3 -0.5 -0.036
C -3.3004 -3.1929 0.7754 0.0 -0.2 -0.1 -0.066
C 1.9086 -2.3171 1.9685 0.5 -0.2 -0.1 -0.123
C 0.7843 3.3802 3.3520 -0.4 0.6 0.1 -0.110
C 4.1841 -2.8991 0.9435 0.1 -0.4 0.4 -0.070
C 0.9103 1.5791 -5.3147 -0.2 0.8 0.2 -0.043
C 3.8824 -0.7939 2.3485 -0.3 0.1 -0.2 -0.073
C -4.5573 -1.6717 2.3440 -0.3 0.0 0.4 -0.064
C 0.8675 2.9821 -5.2886 0.3 -0.1 1.4 -0.005
C 3.2325 -1.7756 1.3504 -0.6 -0.1 -1.2 -0.656
C -1.2097 -1.4481 2.4508 -2.3 -4.6 8.4 -0.119
C 0.3868 2.7121 2.0340 2.0 0.9 -0.4 -0.154
C -1.7424 -2.5811 -2.8880 -1.0 -0.3 0.5 0.007
C -3.5898 1.1958 0.5561 -0.3 0.6 0.4 -0.667
C 1.7016 -0.8410 -1.7527 0.5 -2.0 3.1 -0.268
C -2.8809 -0.7023 -1.4133 1.4 -1.5 -1.2 -0.198
C -2.8219 2.1650 -0.3817 0.1 0.1 0.1 -0.092
C 0.7911 3.5494 -3.9983 -0.1 0.6 -0.8 -0.050
C 0.9836 1.3964 -2.8951 -0.3 -0.1 -0.2 -0.211
C 0.9390 0.7878 -4.1624 0.2 -0.2 -0.4 -0.016
C 0.5650 -1.8835 -1.6775 1.0 -0.8 -0.6 -0.279
C -1.7326 -1.6931 -1.8121 -0.7 -0.2 0.4 -0.273
C 0.3084 2.4055 4.4520 -0.3 0.3 0.2 -0.113
C 4.2670 0.2144 -2.3413 -0.4 0.2 0.6 -0.072
C 0.7868 2.7786 -2.8510 -0.3 1.0 1.3 -0.036
C -3.5611 1.7158 2.0255 -0.1 -0.1 -0.4 -0.055
C 4.2438 0.3353 -0.7742 -0.3 0.6 -0.7 -0.599
C -0.5951 -3.3256 -3.1692 0.8 0.1 0.8 0.020
C 0.6143 -3.0181 -2.5110 -0.2 1.4 -0.9 0.023
C 0.2689 1.0280 3.7993 0.8 0.5 0.5 -0.140
C -5.2519 -1.9049 -0.0067 -0.6 0.0 -0.5 -0.072
C -5.0415 1.1989 0.0486 0.0 0.2 0.3 -0.075
C 5.6783 -0.1410 -0.4564 -0.3 -0.2 0.2 -0.075
C 1.1000 0.6609 -1.6185 -1.5 0.1 -2.8 -0.394
C -4.0299 -1.8442 0.9160 -0.7 -1.1 0.6 -0.677
C 3.9580 1.7698 -0.2377 0.4 0.5 -0.1 -0.088
H 4.7486 2.4925 -0.5444 -0.4 -0.5 0.1 0.111
H -3.7853 -1.6013 3.1069 -0.1 0.0 0.0 0.059
H -2.5327 1.7998 2.4123 -0.2 0.0 0.0 0.060
H -5.0673 0.8728 -0.9998 -0.3 0.0 0.3 0.094
H -1.7194 2.0593 -0.3536 -0.5 0.2 0.0 0.038
H 1.3244 -1.4723 2.4175 0.3 -0.3 -0.1 0.010
H 3.3091 0.4061 -2.8292 0.5 0.3 -0.1 0.048
H 0.2929 4.3862 3.4476 0.5 -1.0 0.0 0.150
H 2.1464 -2.9932 2.8180 -0.3 0.3 -0.4 0.124
H -4.1484 1.0673 2.6947 0.3 0.3 -0.2 0.080
H 0.9208 1.1587 -6.2826 -0.1 -0.9 -0.8 0.103
H 1.5807 -3.3725 -2.9142 -0.7 0.2 0.3 0.144
H 4.7462 -0.2777 1.9191 -0.3 -0.2 0.3 0.061
H 3.7699 -3.5519 0.1612 0.1 0.2 0.3 0.093
H -0.5504 -4.0580 -3.9604 -0.3 -0.2 0.0 0.134
H -0.5272 3.0920 1.6150 -0.5 0.1 -0.1 0.108
H -0.5989 0.4408 4.0849 -0.1 0.1 0.0 0.105
H -3.1536 2.0119 -1.4248 0.2 0.3 0.5 0.088
H -5.6937 0.5911 0.6867 0.1 0.4 -0.3 0.081
H -3.0203 -3.3822 -0.2664 0.0 0.0 0.1 0.079
H -6.0442 -2.5387 0.4301 0.5 0.1 0.0 0.124
H -2.6328 0.2671 -1.8773 0.2 -0.5 0.2 0.092
H -3.9657 -4.0172 1.0850 0.2 0.4 -0.1 0.123
H -5.4149 2.2307 0.0863 0.1 -0.2 0.0 0.117
H 5.8501 -1.1352 -0.8780 0.1 0.1 0.2 0.085
H -5.7032 -0.9291 -0.1705 0.0 -0.5 0.0 0.052
H -3.0890 3.2034 -0.0992 0.2 -0.5 -0.1 0.115
H -5.1762 -2.5491 2.6038 0.3 0.3 -0.2 0.118
H -5.0067 -2.3220 -0.9861 -0.1 -0.1 0.2 0.086
H 1.2702 -2.8822 1.2521 0.4 0.2 0.3 0.088
H -3.8343 -1.0035 -1.8818 0.4 0.1 0.6 0.106
H 5.1687 -2.5352 0.6118 -0.5 0.0 0.1 0.079
H 1.1891 0.4531 3.9858 -0.3 0.2 -0.1 0.127
H 3.9128 1.7980 0.8708 0.1 -0.2 -0.5 0.077
H 0.9755 2.4207 5.3206 -0.2 0.0 -0.2 0.138
H -0.6975 2.6824 4.7893 0.2 -0.1 0.0 0.129
H 6.3476 0.5424 -0.9902 -0.1 0.0 0.1 0.107
H 1.2158 2.7729 1.2597 -1.1 -0.1 0.9 0.130
H -2.3983 -3.2607 1.3843 0.0 -0.1 0.0 0.054
H 5.9779 -0.1234 0.5831 0.0 0.0 0.1 0.071
H 0.8485 -0.3074 -4.2824 0.5 0.6 0.1 0.125
H 2.4965 -1.3216 -2.3705 -1.2 1.4 -0.6 0.108
H 1.8633 3.5351 3.4114 -0.1 -0.1 -0.1 0.124
H -2.7091 -2.8298 -3.3551 0.7 0.5 -0.2 0.144
H 0.8901 3.6426 -6.1854 0.0 -0.9 0.8 0.142
H 4.3564 -3.5079 1.8435 0.1 -0.1 -0.3 0.101
H -4.0200 2.7234 2.0297 0.3 -0.5 0.1 0.112
H 0.5594 3.2673 -1.8532 0.8 -0.6 -1.3 0.133
H 3.1618 -0.0272 2.6723 0.2 -0.1 -0.1 0.066
H 5.0128 0.9169 -2.7089 -0.1 0.0 -0.1 0.107
H 4.2136 -1.3479 3.2377 -0.1 0.0 -0.2 0.117
H 2.9872 2.1619 -0.5935 0.5 -0.2 0.0 0.055
H 4.6065 -0.7996 -2.5980 -0.1 0.3 -0.1 0.100
H 0.7398 4.6358 -3.9342 -0.1 -0.3 0.2 0.120
H -5.2094 -0.7972 2.4392 0.1 -0.1 -0.1 0.084

***

28
Properties=species:S:1:pos:R:3:forces:R:3:lowdin_charge:R:1 method="wB97M-V/def2-TZVPD" homo_energy_ev=-8.6 total_energy_ev=-12575.000 largest_force_ev_per_a=1.5 gap_ev=9.2 de_lowest_kcal_mol=99.85
O 1.0001 0.7124 0.9534 -0.1 -0.5 -0.2 -0.351
N -2.7920 1.4890 0.6288 0.0 -0.1 -0.1 -0.013
N -1.8120 0.4622 0.6843 0.1 0.1 0.0 -0.109
C 1.5522 1.9332 0.5564 -0.2 0.0 -0.4 -0.204
C 1.9074 -1.2683 -0.6928 -0.1 0.2 0.1 -0.041
C 0.7807 -1.1988 0.2900 0.4 0.8 -0.3 -0.273
C -1.5008 -0.2070 -0.5791 0.0 0.0 0.0 -0.378
C 1.0567 -1.5823 1.6605 0.1 1.0 0.9 -0.050
C -0.6089 -1.4345 -0.2640 -0.2 0.5 0.0 -0.103
C -0.9195 0.6797 -1.6889 -0.1 -0.1 0.2 -0.051
H 0.0515 1.0726 -1.3992 0.1 0.0 0.0 0.051
H 2.0464 -2.0054 1.8279 -0.1 -0.2 -0.1 0.091
H 1.6815 -0.7079 -1.5987 0.0 0.0 0.0 0.082
H -3.7094 1.0589 0.5893 0.1 0.1 0.0 0.064
H 2.8330 -0.9079 -0.2483 0.0 0.0 0.0 0.093
H -0.4996 -2.0032 -1.1930 0.1 0.0 0.0 0.125
H 2.2494 1.8216 -0.2879 0.0 0.0 0.0 0.072
H 0.7768 2.6620 0.2712 0.1 0.0 -0.1 0.068
H -1.1719 -2.0432 0.4434 0.1 0.0 0.0 0.115
H -2.4472 -0.6255 -0.9458 0.1 0.0 0.0 0.134
H 0.2522 -2.0981 2.1791 0.1 -0.1 -0.1 0.087
H -0.9546 0.8513 1.0728 -0.1 -0.1 0.0 0.080
H 1.1389 -0.4605 2.0283 -0.2 -1.5 0.2 0.130
H -0.8119 0.1146 -2.6174 0.0 0.0 0.0 0.080
H 2.1164 2.3831 1.3859 0.0 -0.2 0.0 0.079
H -1.5805 1.5231 -1.8977 0.0 0.0 0.0 0.065
H 2.0498 -2.3184 -0.9751 -0.1 0.0 0.0 0.103
H -2.6848 2.0971 -0.1836 0.0 -0.1 0.1 0.053

***

37
Properties=species:S:1:pos:R:3:forces:R:3:lowdin_charge:R:1 method="wB97M-V/def2-TZVPD" homo_energy_ev=-10.6 total_energy_ev=-99890.807 largest_force_ev_per_a=1.7 gap_ev=10.5 de_lowest_kcal_mol=0.00
Kr -0.3405 -0.2220 0.9308 -0.1 0.1 0.0 0.288
O 2.9861 -0.7911 2.8044 -0.2 -0.2 0.3 -0.058
O 1.9607 2.8019 -0.7723 -0.5 0.7 -0.3 -0.048
O -3.4449 2.0795 2.9888 -0.1 0.2 0.0 -0.032
O 1.6367 -3.0152 1.5871 -0.4 -0.3 -0.1 -0.060
O -1.0525 -3.5841 1.2479 -0.9 0.0 0.0 -0.073
O 1.8281 -0.2763 -2.3455 1.4 0.6 0.7 -0.053
O -1.3064 -3.3834 -1.4218 -0.2 -0.2 -1.0 -0.049
O -0.8365 2.9772 -1.6193 -0.3 -0.1 -0.3 -0.043
O -0.6004 -1.2059 -2.7372 0.7 0.2 -0.4 -0.071
O -2.4199 0.8937 -2.3826 -0.6 -0.8 -0.3 -0.051
O -2.2270 3.5257 0.9437 0.4 0.3 -0.7 -0.047
O 2.9239 0.4493 0.1124 0.5 0.3 1.2 -0.081
H -1.2158 -0.4745 -2.6869 -0.5 0.7 -0.1 -0.002
H -1.3371 3.1126 -0.8147 -0.5 0.3 0.5 -0.002
H 0.0374 2.7273 -1.3190 0.9 -0.1 0.0 0.003
H -0.4000 -2.9267 1.4894 0.6 0.0 0.1 -0.044
H -1.3570 3.6157 1.3325 0.2 0.2 0.1 0.040
H -1.0678 -1.9405 -2.3394 0.0 -0.7 0.4 -0.015
H -2.5791 1.9220 3.3654 0.2 -0.1 0.3 0.050
H 3.7717 -0.4010 3.1876 0.2 0.0 0.2 0.048
H -1.8192 1.5604 -2.0496 0.7 1.0 0.0 -0.018
H 1.7834 -2.1783 2.0280 0.5 0.2 0.5 -0.021
H -2.7258 3.0205 1.5857 -0.6 -0.3 0.4 -0.017
H 3.8229 0.4409 -0.2161 0.3 -0.1 -0.1 0.075
H -1.2854 -3.3706 -0.4650 0.2 -0.1 1.0 -0.018
H 2.3855 -0.9510 -2.7332 0.1 -0.1 -0.2 0.054
H 2.8043 -0.2554 2.0323 0.0 0.4 -0.6 -0.017
H -3.1307 0.8696 -1.7420 -0.2 -0.1 0.1 0.047
H 2.4029 0.0888 -0.6050 -0.6 -0.4 -1.2 -0.014
H -0.6466 -4.4203 1.4763 0.2 -0.2 0.1 0.060
H 0.9703 -0.6928 -2.2616 -1.4 -0.5 -0.4 -0.023
H -2.1411 -3.7991 -1.6380 -0.2 -0.2 -0.1 0.059
H 2.4788 2.0845 -0.4076 0.2 -0.6 0.2 -0.020
H 2.0478 -2.9098 0.7292 0.1 0.0 -0.3 0.051
H -3.7707 1.2081 2.7635 -0.2 -0.3 -0.1 0.058
H 1.8636 3.4201 -0.0480 0.0 0.3 0.1 0.045